# 1
A gas-phase ion, C5H10NO2 (charge -1) in a non-equilibrium geometry, computed with ωB97M-V/def2-TZVPD.

Cartesian coordinates (Å):
O 0.830 -0.477 -2.199
O 2.638 -0.819 1.247
N 0.967 0.845 0.814
C -1.111 0.731 -0.579
C -2.278 -0.225 -0.905
C 0.047 -0.020 0.045
C 1.768 0.056 1.797
C 0.879 -0.749 -1.016
H 2.266 0.860 2.385
H 1.605 -1.451 -0.578
H -3.064 0.261 -1.479
H -1.889 -1.057 -1.478
H -0.878 1.239 -1.517
H -2.674 -0.669 0.012
H -1.443 1.493 0.133
H -0.297 -0.762 0.770
H 1.605 1.244 0.136
H 1.028 -0.498 2.410

Its LUMO energy is 3.84 eV. The spin multiplicity is 1. The value obtained for the energy above the lowest of the compared OMol25 structures with the same formula, charge and spin is 56.2 kcal per mole. The calculation puts the molar mass at 116.140 g mol⁻¹. As for the total charge: -1.

# 2
A gas-phase ion, C5H10NO2 (charge -1) in a non-equilibrium geometry, computed with ωB97M-V/def2-TZVPD.

Cartesian coordinates (Å):
O -0.418 0.469 2.510
O -1.087 -3.271 1.190
N -1.049 -1.264 0.213
C -0.951 -2.059 1.334
C 0.433 0.068 -1.163
C 0.807 1.500 -1.580
C 0.288 0.492 1.380
C -0.489 0.034 0.058
H 1.205 -0.173 1.275
H -1.476 -1.736 -0.570
H -1.216 0.873 -0.016
H 0.173 2.067 -2.250
H -0.194 -0.249 -2.019
H 0.925 2.149 -0.699
H 1.826 1.689 -1.964
H -0.741 -1.475 2.248
H 0.678 1.503 1.192
H 1.286 -0.618 -1.139

Its LUMO energy is 3.86 eV. The spin multiplicity is 1. The value obtained for the energy above the lowest of the compared OMol25 structures with the same formula, charge and spin is 54.1 kcal per mole. The calculation puts the molar mass at 116.140 g mol⁻¹. As for the total charge: -1.

# 3
A gas-phase ion, C5H10NO2 (charge -2) in a non-equilibrium geometry, computed with ωB97M-V/def2-TZVPD.

Cartesian coordinates (Å):
O -2.067 0.108 2.921
O -3.307 1.715 1.904
N -1.857 0.490 0.673
C 1.175 0.100 -1.299
C -2.484 0.757 1.924
C 1.824 -1.301 -1.263
C -0.609 -0.229 0.560
C 0.546 0.604 0.008
H 0.294 1.665 -0.127
H 2.875 -1.250 -0.925
H -0.400 -0.536 1.576
H -2.021 1.226 0.006
H -0.696 -1.158 -0.008
H 1.266 -1.987 -0.620
H 1.750 -1.733 -2.264
H 1.915 0.822 -1.668
H 1.378 0.601 0.709
H 0.417 0.105 -2.107

Its LUMO energy (alpha / beta) is 6.66 / 6.61 eV. The spin multiplicity is 2. The value obtained for the energy above the lowest of the compared OMol25 structures with the same formula, charge and spin is 5.7 kcal per mole. The expectation value of S² is 0.751. The calculation puts the molar mass at 116.140 g mol⁻¹. As for the total charge: -2.

# 4
A gas-phase ion, C5H10NO2 (charge -2) in a non-equilibrium geometry, computed with ωB97M-V/def2-TZVPD.

Cartesian coordinates (Å):
O -0.360 1.850 -2.650
O 1.221 0.054 2.280
N -1.502 -0.018 -0.323
C 0.978 -0.527 -0.165
C -1.792 -0.284 1.110
C 1.820 0.092 1.093
C -0.161 0.673 -2.191
C -0.097 0.430 -0.636
H 2.735 -0.601 1.062
H 1.736 -0.609 -0.956
H -1.876 -1.373 1.193
H -0.113 -0.216 -2.863
H 0.702 -1.534 0.167
H -2.679 0.239 1.484
H -0.996 0.114 1.750
H -1.716 -0.837 -0.868
H 0.030 1.430 -0.217
H 2.068 1.117 0.733

Its LUMO energy (alpha / beta) is 7.03 / 6.96 eV. The spin multiplicity is 2. The value obtained for the energy above the lowest of the compared OMol25 structures with the same formula, charge and spin is 86.8 kcal per mole. The expectation value of S² is 0.754. The calculation puts the molar mass at 116.140 g mol⁻¹. As for the total charge: -2.

# 5
A molecular structure, C5H10NO2 in a non-equilibrium geometry, computed with ωB97M-V/def2-TZVPD.

Cartesian coordinates (Å):
O -3.190 -0.820 0.718
O -3.275 0.917 -0.691
N 2.945 0.487 -0.498
C -0.348 -0.808 0.760
C 1.945 -0.475 -0.327
C -2.681 0.113 0.056
C -1.175 0.374 0.252
C 1.153 -0.694 0.972
H 1.487 0.206 1.499
H -0.912 -1.218 1.568
H 0.810 1.910 -2.630
H 0.401 1.683 -2.034
H 1.964 0.947 -0.336
H 1.484 -1.607 1.487
H -0.716 0.652 -0.691
H 1.698 -1.274 -1.069
H -1.064 1.224 0.914
H -0.527 -1.616 0.049

Its LUMO energy (alpha / beta) is 6.92 / 6.88 eV. The spin multiplicity is 2. The value obtained for the energy above the lowest of the compared OMol25 structures with the same formula, charge and spin is 86.1 kcal per mole. The expectation value of S² is 0.755. The calculation puts the molar mass at 116.140 g mol⁻¹. As for the total charge: -2.

# 6
A single C5H10NO2 molecule in a non-equilibrium geometry, computed with ωB97M-V/def2-TZVPD.

Cartesian coordinates (Å):
O 0.841 1.057 1.792
O -0.458 0.847 -2.779
N -0.785 1.484 -0.651
C -0.243 -1.214 1.688
C 0.963 -0.309 2.019
C -0.286 -1.544 0.149
C -0.466 0.537 -1.596
C 0.261 -0.680 -1.095
H -0.085 -2.144 2.266
H -1.216 -0.832 1.963
H 1.893 -0.624 1.527
H 0.354 -1.495 -1.803
H 0.298 -2.455 -0.025
H -1.470 2.117 -1.080
H 0.318 1.404 1.060
H 1.049 -0.387 3.112
H 1.205 -0.276 -0.692
H -1.304 -1.818 -0.113

Its LUMO energy (alpha / beta) is 0.74 / -2.51 eV. The spin multiplicity is 2. The value obtained for the energy above the lowest of the compared OMol25 structures with the same formula, charge and spin is 27.8 kcal per mole. The expectation value of S² is 0.768. The calculation puts the molar mass at 116.140 g mol⁻¹. As for the total charge: 0.

# 7
2 unconnected molecules or ions with the total composition C5H10NO2 in a non-equilibrium geometry, computed with ωB97M-V/def2-TZVPD.

Cartesian coordinates (Å):
O 0.543 0.411 1.767
O -2.499 -0.839 2.669
N -0.085 1.166 -0.240
C -2.492 -0.251 1.676
C 0.973 -0.763 -1.121
C -0.318 0.000 0.771
C 0.389 0.556 -1.537
C 0.123 -1.264 0.099
H -0.326 0.370 -2.334
H -3.189 0.248 1.052
H 0.604 1.822 0.228
H 2.034 -0.484 -0.789
H 1.130 -1.394 -1.914
H 1.192 1.147 -2.160
H 0.721 -1.663 0.921
H -0.513 -2.041 -0.175
H 0.963 -0.268 2.377
H -0.929 1.764 -0.287

Its LUMO energy (alpha / beta) is -3.50 / -3.50 eV. The spin multiplicity is 1. The value obtained for the energy above the lowest of the compared OMol25 structures with the same formula, charge and spin is 100.1 kcal per mole. The calculation puts the molar mass at 116.140 g mol⁻¹. As for the total charge: +1.

# 8
A gas-phase ion, C5H10NO2 (charge +1) in a non-equilibrium geometry, computed with ωB97M-V/def2-TZVPD.

Cartesian coordinates (Å):
O 1.547 1.358 0.402
O -0.523 2.370 0.668
N 0.007 -0.477 0.210
C 0.614 1.993 1.166
C 1.016 0.209 1.092
C -0.943 1.805 -0.562
C -0.275 0.375 -0.923
C 0.476 -1.775 -0.317
H 1.509 -1.542 -0.734
H -0.932 -0.643 0.735
H 0.522 -2.599 0.432
H -2.113 1.704 -0.555
H 0.608 0.500 -1.522
H -0.174 -2.256 -1.055
H -1.045 0.063 -1.561
H -0.727 2.449 -1.464
H 1.581 -0.508 1.829
H 0.985 2.490 1.941

Its LUMO energy is -3.19 eV. The spin multiplicity is 1. The value obtained for the energy above the lowest of the compared OMol25 structures with the same formula, charge and spin is 108.1 kcal per mole. The calculation puts the molar mass at 116.140 g mol⁻¹. As for the total charge: +1.

# 9
A gas-phase ion, C5H10NO2S (charge +1) in a non-equilibrium geometry, computed with ωB97M-V/def2-TZVPD.

Cartesian coordinates (Å):
S -3.070 0.391 0.379
O -0.627 1.864 -0.838
O 1.528 1.895 -0.443
N 2.703 -0.173 0.992
C -0.641 -1.060 -0.611
C 0.538 -0.187 -0.077
C 1.604 -0.977 0.364
C -1.904 -1.141 0.322
C 0.437 1.169 -0.371
H 3.605 -0.666 0.928
H 1.314 2.855 -0.705
H -1.490 1.363 -0.831
H 2.412 -0.185 1.966
H -2.649 -1.940 0.034
H 2.780 0.806 0.642
H -3.740 0.041 -0.818
H -0.405 -2.148 -0.661
H -1.510 -1.243 1.327
H -0.885 -0.663 -1.597

Its LUMO energy is -4.80 eV. The spin multiplicity is 1. The value obtained for the energy above the lowest of the compared OMol25 structures with the same formula, charge and spin is 70.9 kcal per mole. The calculation puts the molar mass at 148.207 g mol⁻¹. As for the total charge: +1.

# 10
2 unconnected molecules or ions with the total composition C5H10NO3P in a non-equilibrium geometry, computed with ωB97M-V/def2-TZVPD.

Cartesian coordinates (Å):
P -1.836 -0.812 0.576
O -3.020 -1.441 -0.333
O 0.871 -0.446 -0.342
O -1.996 0.750 0.120
N 4.400 -0.062 -0.856
C -1.081 1.786 0.298
C -3.550 -0.934 -1.542
C 3.351 -0.544 -0.438
C 2.104 -0.437 0.135
C 2.273 -0.376 1.686
H -0.703 2.225 -0.619
H -2.873 -0.050 -1.971
H 1.411 -0.919 1.969
H 2.023 0.643 2.130
H -3.592 -1.659 -2.376
H 3.166 -0.668 2.183
H -4.584 -0.621 -1.267
H -0.128 1.531 0.750
H 5.245 -0.548 -1.036
H -1.484 2.584 0.934

Its LUMO energy (alpha / beta) is -1.42 / 0.58 eV. The spin multiplicity is 1. The value obtained for the energy above the lowest of the compared OMol25 structures with the same formula, charge and spin is 142.2 kcal per mole. The calculation puts the molar mass at 163.113 g mol⁻¹. As for the total charge: 0.

# 11
A single C5H10NO4PS molecule in a non-equilibrium geometry, computed with ωB97M-V/def2-TZVPD.

Cartesian coordinates (Å):
S 4.569 0.045 0.152
P 3.063 -1.063 0.800
O 2.008 -1.159 -2.046
O 2.848 -0.813 2.407
O -0.089 -0.982 -1.388
O 3.349 -2.700 0.825
N 1.550 -0.719 0.167
C -0.609 -1.302 0.821
C 1.250 -0.913 -1.140
C -0.577 1.039 -0.141
C -2.282 -0.590 -0.940
C -0.956 -0.496 -0.335
H -0.471 1.395 0.944
H -3.202 -0.103 -0.636
H -1.411 1.625 -0.572
H -0.614 -0.760 1.804
H 3.708 -0.543 2.678
H -2.652 -1.645 -1.165
H 3.534 -3.152 -0.045
H -0.342 -2.337 0.665
H 0.347 1.368 -0.653
H -2.155 -0.188 -1.940

Its LUMO energy (alpha / beta) is -2.26 / -2.26 eV. The spin multiplicity is 1. The value obtained for the energy above the lowest of the compared OMol25 structures with the same formula, charge and spin is 88.2 kcal per mole. The calculation puts the molar mass at 211.179 g mol⁻¹. As for the total charge: 0.

# 12
A molecular structure, C5H10NOP in a non-equilibrium geometry, computed with ωB97M-V/def2-TZVPD.

Cartesian coordinates (Å):
P 0.431 0.679 -0.428
O 1.275 0.716 -1.635
N -1.787 -0.949 2.436
C 0.823 -0.445 0.979
C 0.307 2.274 0.383
C 1.336 -1.828 0.573
C -0.783 -0.667 1.997
C -1.358 0.223 -0.940
H -0.521 2.391 1.246
H 1.293 -1.857 -0.451
H -1.849 1.161 -1.027
H 2.260 -2.139 0.895
H -1.991 -0.381 -0.236
H 1.237 2.500 0.778
H 1.510 -0.164 1.690
H 0.669 -2.631 0.975
H 0.043 3.068 -0.310
H -1.400 -0.220 -1.956

Its LUMO energy is 0.13 eV. The spin multiplicity is 1. The value obtained for the energy above the lowest of the compared OMol25 structures with the same formula, charge and spin is 39.6 kcal per mole. The calculation puts the molar mass at 131.115 g mol⁻¹. As for the total charge: 0.

# 13
A gas-phase ion, C5H10NOS (charge +1) in a non-equilibrium geometry, computed with ωB97M-V/def2-TZVPD.

Cartesian coordinates (Å):
S -1.625 -1.321 -0.367
O -2.140 1.208 0.972
N -0.569 1.063 -0.675
C 0.133 -1.100 -0.074
C -1.895 0.597 -0.254
C 1.684 0.908 0.136
C 0.970 -2.248 0.360
C 0.462 0.185 -0.147
H -3.105 1.006 1.381
H 1.548 1.365 1.043
H -2.606 0.937 -0.998
H -0.563 0.861 -1.670
H -0.569 2.067 -0.493
H 0.497 -3.239 0.633
H 1.797 1.787 -0.521
H 1.589 -2.384 -0.586
H 2.664 0.228 0.192
H 1.729 -1.920 1.069

Its LUMO energy is -3.32 eV. The spin multiplicity is 1. The value obtained for the energy above the lowest of the compared OMol25 structures with the same formula, charge and spin is 29.7 kcal per mole. The calculation puts the molar mass at 132.208 g mol⁻¹. As for the total charge: +1.

# 14
A molecular structure, C5H10NOS in a non-equilibrium geometry, computed with ωB97M-V/def2-TZVPD.

Cartesian coordinates (Å):
S 2.067 -0.461 1.130
O -0.952 -0.541 1.592
N -0.162 -0.478 -0.634
C 0.673 -1.799 -0.698
C -0.146 0.028 0.702
C 0.368 0.399 -1.695
C -1.831 0.184 2.483
C 1.761 -1.878 0.073
H 0.407 -0.048 -2.792
H -0.332 1.212 -1.712
H -1.834 -0.268 3.452
H -2.815 0.143 2.080
H 1.419 0.674 -1.432
H -0.133 1.179 0.661
H -1.155 -0.720 -0.782
H 2.521 -2.617 0.049
H -1.428 1.215 2.602
H 0.454 -2.593 -1.450

Its LUMO energy is -4.13 eV. The spin multiplicity is 1. The value obtained for the energy above the lowest of the compared OMol25 structures with the same formula, charge and spin is 63.3 kcal per mole. The calculation puts the molar mass at 132.208 g mol⁻¹. As for the total charge: +1.